1.
69
Properties=species:S:1:pos:R:3 method="wB97M-V/def2-TZVPD" multiplicity=1 homo_energy_ha=-0.02554 e_above_lowest_kj_mol=0.0 e_lumo_ev=3.34 total_charge=-2
Cs -0.18 -0.81 1.52
Se 2.06 1.14 4.88
Se 3.86 0.92 3.33
Te 3.37 -1.58 2.96
Se 5.00 -2.32 1.19
N -0.28 -0.65 -1.54
C 0.15 -0.27 -2.53
C 0.71 0.19 -3.77
C 1.53 1.32 -3.77
C 2.09 1.74 -4.97
C 1.84 1.04 -6.14
C 1.03 -0.08 -6.13
C 0.46 -0.52 -4.94
H 1.72 1.85 -2.85
H 2.72 2.62 -4.98
H 2.28 1.38 -7.07
H 0.84 -0.63 -7.04
H -0.17 -1.40 -4.91
Te -3.22 -3.00 2.11
C -5.04 -2.17 1.40
C -5.63 -1.07 2.03
C -6.83 -0.53 1.58
C -7.48 -1.08 0.48
C -6.91 -2.17 -0.16
C -5.71 -2.71 0.30
H -5.14 -0.63 2.89
H -7.25 0.32 2.09
H -8.41 -0.66 0.13
H -7.40 -2.62 -1.02
H -5.28 -3.56 -0.21
C 2.34 5.20 4.65
C 1.94 6.00 3.41
C 2.98 5.85 2.29
C 0.54 5.64 2.92
N 0.49 4.45 2.09
C 0.61 3.15 2.40
N 0.50 2.46 1.29
N 0.31 3.36 0.30
N 0.31 4.56 0.76
H 3.29 5.57 5.05
H 2.47 4.13 4.44
H 1.58 5.29 5.43
H 1.88 7.06 3.69
H 3.17 4.80 2.08
H 3.92 6.30 2.60
H 2.64 6.33 1.37
H 0.14 6.43 2.28
H -0.15 5.50 3.76
H 0.86 2.72 3.37
C 2.59 -2.90 -1.91
C 2.32 -4.21 -1.19
N 2.02 -4.02 0.21
C 0.90 -4.36 0.86
S 0.84 -4.46 2.54
N -0.21 -4.65 0.11
C -0.67 -3.73 -0.94
C -1.31 -4.47 -2.10
H 2.85 -3.08 -2.96
H 3.43 -2.39 -1.42
H 1.72 -2.23 -1.88
H 3.23 -4.82 -1.24
H 1.52 -4.79 -1.66
H 2.81 -3.73 0.78
H -0.96 -4.90 0.74
H 0.18 -3.13 -1.28
H -1.40 -3.03 -0.50
H -0.59 -5.14 -2.58
H -1.68 -3.76 -2.84
H -2.15 -5.06 -1.76

2.
60
Properties=species:S:1:pos:R:3 method="wB97M-V/def2-TZVPD" multiplicity=1 homo_energy_ha=-0.31926 e_above_lowest_kj_mol=296.7 smiles=c1ccc(CN2CCC[C@@]3(CCCN(Cc4nc(CC5CC5)no4)C3)C2)cc1 e_lumo_ev=0.82 total_charge=0
C 6.71 2.76 -0.01
C 7.27 1.55 -0.39
C 6.55 0.38 -0.26
C 5.27 0.39 0.27
C 4.71 1.61 0.66
C 5.43 2.78 0.52
H 4.99 3.72 0.82
H 3.71 1.62 1.06
C 4.47 -0.87 0.44
N 3.11 -0.70 -0.04
C 3.06 -0.52 -1.48
C 1.66 -0.11 -1.90
C 0.63 -1.14 -1.44
H -0.37 -0.76 -1.63
H 0.77 -2.06 -2.01
C 0.77 -1.46 0.05
C 2.24 -1.78 0.36
H 2.36 -1.95 1.43
H 2.51 -2.73 -0.16
C 0.33 -0.27 0.91
N -1.08 0.02 0.67
C -1.90 -1.08 1.14
C -1.58 -2.34 0.33
C -0.10 -2.67 0.43
H 0.14 -3.52 -0.21
H 0.13 -2.96 1.46
H -1.86 -2.17 -0.71
H -2.18 -3.17 0.71
H -2.95 -0.81 1.01
H -1.73 -1.28 2.21
C -1.48 1.29 1.25
C -2.76 1.72 0.62
N -3.96 1.32 0.90
C -4.74 2.00 0.00
N -4.04 2.77 -0.78
O -2.74 2.60 -0.38
C -6.20 1.80 -0.10
C -6.49 0.50 -0.82
C -7.68 -0.32 -0.44
C -6.30 -0.80 -0.09
H -5.90 -1.64 -0.63
H -5.99 -0.75 0.94
H -8.31 0.04 0.35
H -8.22 -0.83 -1.22
H -6.21 0.52 -1.87
H -6.62 1.76 0.91
H -6.64 2.64 -0.64
H -0.73 2.04 1.01
H -1.62 1.24 2.34
H 0.93 0.60 0.65
H 0.51 -0.50 1.98
H 1.43 0.87 -1.47
H 1.62 -0.01 -2.98
H 3.78 0.26 -1.75
H 3.35 -1.45 -2.00
H 4.98 -1.71 -0.07
H 4.42 -1.12 1.50
H 6.99 -0.56 -0.57
H 8.27 1.53 -0.80
H 7.27 3.67 -0.11

3.
65
Properties=species:S:1:pos:R:3 method="wB97M-V/def2-TZVPD" multiplicity=5 homo_energy_ha="-0.38437 / -0.39814" e_above_lowest_kj_mol=30.2 e_lumo_ev="-2.51 / -4.68" total_charge=+1 s_squared=6.026
Ru -0.32 -0.05 -0.22
O -1.48 3.65 0.40
C -1.54 3.83 1.81
C -0.90 2.66 2.55
C -0.88 3.11 4.03
O -0.35 2.13 4.91
C -1.73 1.36 2.51
Se -2.38 0.73 0.77
C 0.56 2.41 2.16
Se 1.06 1.73 0.39
H -1.84 4.43 -0.02
H -2.58 3.93 2.15
H -1.00 4.74 2.10
H -1.89 3.41 4.33
H -0.23 3.98 4.11
H -1.06 1.56 5.22
H -2.64 1.49 3.11
H -1.15 0.55 2.94
H 1.00 1.71 2.87
H 1.11 3.35 2.24
O -1.45 -3.60 -2.13
C -0.82 -2.63 -1.80
O -1.32 -1.68 -1.01
C 0.64 -2.45 -2.22
P 1.08 -0.70 -1.98
C 2.87 -0.57 -1.77
C 3.47 -1.31 -0.74
C 4.82 -1.17 -0.48
C 5.58 -0.29 -1.23
C 4.99 0.46 -2.24
C 3.64 0.32 -2.51
C 0.63 0.12 -3.52
C -0.37 1.10 -3.51
C -0.80 1.68 -4.69
C -0.23 1.28 -5.89
C 0.77 0.32 -5.92
C 1.20 -0.26 -4.74
H 0.78 -2.77 -3.25
H 1.26 -3.07 -1.58
H 2.87 -1.99 -0.15
H 5.28 -1.76 0.30
H 6.64 -0.17 -1.03
H 5.59 1.16 -2.82
H 3.17 0.92 -3.29
H -0.80 1.41 -2.57
H -1.57 2.43 -4.68
H -0.57 1.73 -6.82
H 1.21 0.02 -6.86
H 1.98 -1.02 -4.76
C 1.11 -1.74 3.17
Se 0.22 -2.14 1.50
C -1.51 -2.53 2.30
C -2.49 -3.29 1.42
Se -3.72 -2.13 0.44
C -5.15 -2.20 1.75
H 0.58 -0.96 3.71
H 2.11 -1.41 2.94
H 1.15 -2.65 3.77
H -1.94 -1.59 2.64
H -1.24 -3.12 3.18
H -3.12 -3.90 2.05
H -2.01 -3.93 0.69
H -5.50 -3.22 1.85
H -5.97 -1.58 1.38
H -4.82 -1.81 2.72

| no. | electronic energy (eV) |
| --- | --- |
| 1 | -256812.4670 |
| 2 | -32377.2473 |
| 3 | -305809.7511 |